{"formula": "C20H24N2O4", "method": "ωB97M-V/def2-TZVPD", "orbital_gap_ev": 9.49, "spin_multiplicity": 1, "mol_weight_g_mol": 356.42, "lumo_ev": 0.73, "e_homo_ev": -8.76, "species": ["O", "C", "O", "C", "C", "C", "C", "C", "C", "C", "O", "N", "C", "C", "C", "C", "C", "C", "O", "N", "C", "C", "C", "C", "C", "C", "H", "H", "H", "H", "H", "H", "H", "H", "H", "H", "H", "H", "H", "H", "H", "H", "H", "H", "H", "H", "H", "H", "H", "H"], "xyz": [[1.601, -2.245, -0.591], [1.344, -3.313, -1.082], [2.294, -4.168, -1.475], [-0.044, -3.849, -1.339], [-0.270, -4.046, -2.842], [-1.709, -4.345, -3.131], [-2.686, -4.139, -2.264], [-2.474, -3.571, -0.895], [-1.105, -2.898, -0.771], [-0.772, -2.644, 0.690], [-0.569, -3.557, 1.464], [-0.683, -1.356, 1.122], [-0.826, -0.153, 0.420], [-1.943, 0.101, -0.371], [-2.060, 1.307, -1.040], [-1.088, 2.281, -0.907], [0.012, 2.050, -0.087], [1.100, 3.080, 0.018], [2.129, 2.980, -0.624], [0.845, 4.128, 0.833], [-0.290, 4.241, 1.718], [0.170, 4.172, 3.176], [1.209, 5.258, 3.445], [2.371, 5.115, 2.466], [1.849, 5.151, 1.030], [0.144, 0.836, 0.567], [3.174, -3.800, -1.295], [-0.120, -4.816, -0.831], [0.361, -4.859, -3.205], [0.024, -3.139, -3.381], [-1.918, -4.743, -4.113], [-3.706, -4.386, -2.519], [-3.271, -2.859, -0.668], [-2.542, -4.374, -0.152], [-1.076, -1.968, -1.340], [-0.219, -1.279, 2.020], [-2.726, -0.636, -0.450], [-2.924, 1.490, -1.661], [-1.178, 3.221, -1.430], [-1.004, 3.445, 1.504], [-0.778, 5.207, 1.535], [-0.691, 4.293, 3.835], [0.610, 3.191, 3.364], [1.571, 5.185, 4.472], [0.747, 6.241, 3.321], [3.095, 5.917, 2.611], [2.878, 4.163, 2.635], [2.653, 4.963, 0.316], [1.401, 6.129, 0.819], [1.012, 0.644, 1.180]], "mulliken_charge": [-0.5564, 0.2071, -0.4811, -0.0286, -0.8963, -0.5308, -0.4597, -1.1462, 0.8342, -0.4579, -0.6777, -0.0107, 0.4359, -0.1331, -0.9086, 0.0072, -0.3209, 0.0865, -0.6774, 0.0808, -0.7230, -0.5568, -0.7065, -0.5929, -0.8971, -0.2586, 0.3825, 0.3712, 0.4418, 0.3651, 0.3899, 0.4189, 0.3169, 0.4098, 0.7083, 0.2734, 0.5069, 0.4041, 0.4807, 0.4227, 0.3162, 0.3519, 0.2547, 0.3509, 0.3029, 0.3467, 0.3047, 0.4625, 0.3212, 0.4643]}

{"formula": "C46H54FeN8S3", "method": "ωB97M-V/def2-TZVPD", "orbital_gap_ev": [7.94, 7.27], "spin_multiplicity": 2, "mol_weight_g_mol": 871.04, "lumo_ev": [-6.67, -6.67], "e_homo_ev": [-14.62, -13.94], "charge": 3, "species": ["Fe", "C", "C", "N", "C", "C", "N", "C", "C", "C", "N", "C", "C", "N", "C", "H", "H", "H", "H", "H", "H", "H", "H", "H", "H", "H", "H", "H", "H", "H", "H", "H", "H", "H", "H", "H", "H", "H", "H", "N", "S", "N", "S", "N", "S", "N", "C", "C", "C", "C", "C", "C", "C", "C", "C", "C", "C", "C", "C", "C", "C", "C", "C", "C", "C", "C", "C", "C", "C", "C", "C", "C", "C", "C", "C", "C", "C", "C", "C", "C", "C", "C", "H", "H", "H", "H", "H", "H", "H", "H", "H", "H", "H", "H", "H", "H", "H", "H", "H", "H", "H", "H", "H", "H", "H", "H", "H", "H", "H", "H", "H", "H"], "xyz": [[-0.190, -0.087, -1.511], [-3.614, 0.018, -2.130], [-2.987, 1.334, -1.691], [-1.547, 1.463, -2.034], [-1.345, 1.798, -3.458], [0.127, 1.697, -3.757], [0.553, 0.317, -3.484], [2.025, 0.185, -3.536], [2.438, -1.273, -3.509], [2.408, -1.855, -2.106], [1.053, -1.858, -1.504], [0.229, -2.987, -1.986], [-1.187, -2.802, -1.495], [-1.701, -1.530, -2.018], [-3.007, -1.185, -1.432], [-4.679, 0.065, -1.897], [-3.558, -0.104, -3.216], [-3.541, 2.166, -2.136], [-3.073, 1.425, -0.607], [-1.193, 2.245, -1.487], [-1.910, 1.083, -4.060], [-1.720, 2.795, -3.702], [0.359, 2.023, -4.774], [0.681, 2.346, -3.074], [0.159, -0.301, -4.189], [2.423, 0.684, -4.424], [2.431, 0.704, -2.663], [1.811, -1.857, -4.189], [3.453, -1.367, -3.896], [2.812, -2.872, -2.117], [3.052, -1.256, -1.458], [1.179, -1.989, -0.503], [0.271, -3.005, -3.077], [0.619, -3.947, -1.634], [-1.819, -3.655, -1.761], [-1.178, -2.723, -0.404], [-1.816, -1.616, -3.025], [-3.685, -2.044, -1.471], [-2.838, -0.947, -0.379], [-0.225, -0.333, 0.474], [0.222, -1.523, 3.300], [-0.645, -1.685, 4.690], [-0.651, -0.527, 5.731], [-0.543, 0.957, 5.293], [-1.337, 1.519, 3.962], [0.334, 0.648, 0.244], [-3.025, 1.738, 4.450], [-3.508, 2.915, 5.005], [-4.830, 2.957, 5.421], [-5.642, 1.838, 5.288], [-5.148, 0.668, 4.721], [-3.833, 0.615, 4.291], [-0.670, 3.146, 3.874], [-0.249, 3.830, 5.008], [0.210, 5.128, 4.856], [0.237, 5.718, 3.597], [-0.168, 5.011, 2.474], [-0.622, 3.707, 2.606], [0.703, -0.687, 6.847], [0.753, -1.875, 7.572], [1.843, -2.101, 8.393], [2.857, -1.153, 8.476], [2.787, 0.025, 7.745], [1.702, 0.272, 6.917], [-2.113, -0.822, 6.665], [-2.519, 0.203, 7.513], [-3.689, 0.037, 8.232], [-4.426, -1.135, 8.104], [-4.000, -2.151, 7.259], [-2.832, -2.003, 6.527], [1.916, -1.389, 3.783], [2.511, -2.331, 4.618], [3.830, -2.141, 4.983], [4.530, -1.028, 4.519], [3.920, -0.094, 3.695], [2.594, -0.270, 3.318], [0.104, -3.180, 2.659], [-1.063, -3.904, 2.849], [-1.146, -5.179, 2.307], [-0.082, -5.705, 1.587], [1.069, -4.954, 1.386], [1.169, -3.676, 1.916], [-2.876, 3.787, 5.106], [-5.227, 3.867, 5.850], [-6.670, 1.880, 5.620], [-5.789, -0.196, 4.613], [-3.435, -0.291, 3.846], [-0.269, 3.355, 5.980], [0.540, 5.685, 5.722], [0.585, 6.737, 3.493], [-0.127, 5.474, 1.498], [-0.921, 3.131, 1.738], [-0.045, -2.604, 7.505], [1.901, -3.013, 8.972], [3.704, -1.331, 9.125], [3.578, 0.759, 7.821], [1.630, 1.187, 6.346], [-1.933, 1.108, 7.612], [-4.024, 0.819, 8.899], [-5.334, -1.261, 8.678], [-4.574, -3.063, 7.173], [-2.480, -2.786, 5.872], [1.952, -3.189, 4.971], [4.321, -2.861, 5.624], [5.566, -0.896, 4.802], [4.473, 0.765, 3.342], [2.099, 0.445, 2.671], [-1.878, -3.496, 3.429], [-2.042, -5.766, 2.457], [-0.144, -6.711, 1.195], [1.900, -5.370, 0.832], [2.076, -3.099, 1.784]], "mulliken_charge": [0.2908, -0.8076, -0.7711, -0.1049, -0.6255, -0.8682, -0.1149, -0.7597, -0.7905, -0.8533, 0.4110, -0.9324, -0.4793, -0.0851, -0.5464, 0.4677, 0.2767, 0.4402, 0.2864, 0.1801, 0.3583, 0.4597, 0.4544, 0.3590, 0.2001, 0.5293, 0.3187, 0.2814, 0.4237, 0.4219, 0.4421, -0.2771, 0.3779, 0.4768, 0.5516, 0.0978, 0.2934, 0.4817, 0.1771, 0.6457, 1.1674, -0.1815, 0.8000, 0.0324, 0.8239, -0.5850, 0.5285, -0.4187, -0.8269, -0.6684, -0.5769, -0.4249, 0.6304, -0.0919, -0.7860, -0.6216, -0.6300, -0.6340, 0.7747, -1.1687, -0.7211, -0.6000, -0.7664, -0.3201, 0.2293, -0.5984, -0.7754, -0.6023, -0.8172, 0.0839, 0.5895, 0.1524, -1.0137, -0.6407, -0.7889, -0.6608, 0.6672, -0.4510, -0.7964, -0.6950, -0.7664, -0.7768, 0.4578, 0.4678, 0.4537, 0.5021, 0.3240, 0.4714, 0.4667, 0.4333, 0.4335, 0.5052, 0.4817, 0.4610, 0.4578, 0.4979, 0.4988, 0.4132, 0.4937, 0.4645, 0.4891, 0.4368, 0.5713, 0.5183, 0.4758, 0.5226, 0.5107, 0.3310, 0.5069, 0.4733, 0.5104, 0.6078]}

{"formula": "C2H3N3O", "method": "ωB97M-V/def2-TZVPD", "orbital_gap_ev": 10.04, "spin_multiplicity": 1, "mol_weight_g_mol": 85.07, "lumo_ev": 0.93, "e_homo_ev": -9.10, "species": ["O", "C", "N", "N", "C", "N", "H", "H", "H"], "xyz": [[-0.027, -1.673, 1.234], [0.126, -0.941, 0.125], [1.272, -0.343, -0.140], [0.793, 0.880, -0.520], [-0.549, 0.881, -0.526], [-1.013, -0.311, -0.263], [-0.964, -1.894, 1.292], [1.422, 1.661, -0.581], [-1.166, 1.764, -0.538]], "mulliken_charge": [-0.4869, 0.7360, -0.6585, 0.1816, -0.1536, -0.5575, 0.3527, 0.2241, 0.3621]}

{"formula": "C26H30BrFN5O3S", "method": "ωB97M-V/def2-TZVPD", "orbital_gap_ev": 8.16, "spin_multiplicity": 1, "mol_weight_g_mol": 591.53, "lumo_ev": -4.46, "e_homo_ev": -12.62, "charge": 1, "species": ["O", "C", "C", "C", "C", "C", "C", "C", "N", "C", "C", "C", "N", "C", "S", "C", "Br", "C", "C", "C", "C", "C", "O", "C", "O", "N", "F", "H", "H", "H", "H", "H", "H", "H", "H", "H", "H", "H", "H", "H", "H", "H", "H", "C", "C", "C", "C", "N", "H", "H", "H", "H", "H", "H", "H", "C", "C", "C", "C", "N", "H", "H", "H", "H", "H", "H", "H"], "xyz": [[3.069, 2.574, 3.171], [2.689, 1.783, 2.356], [2.876, 1.996, 0.865], [1.680, 1.737, 0.001], [1.705, 1.072, -1.200], [2.976, 0.521, -1.739], [3.646, 1.163, -2.772], [4.832, 0.601, -3.232], [5.349, -0.526, -2.751], [4.700, -1.134, -1.763], [3.516, -0.647, -1.215], [0.508, 0.920, -1.927], [0.566, 0.294, -3.156], [0.101, -0.810, -3.400], [-0.490, -2.182, -3.758], [-0.693, 1.450, -1.436], [-2.244, 1.323, -2.456], [-0.723, 2.112, -0.229], [-1.942, 2.705, 0.385], [-2.993, 1.647, 0.806], [-3.024, 1.413, 2.327], [-3.324, -0.030, 2.736], [-4.513, -0.055, 3.531], [-5.152, -1.256, 3.531], [-5.407, -1.877, 4.518], [0.471, 2.208, 0.394], [0.484, 2.893, 1.561], [2.216, 0.836, 2.673], [3.233, 3.016, 0.704], [3.668, 1.325, 0.528], [3.262, 2.072, -3.216], [5.380, 1.091, -4.026], [5.132, -2.049, -1.377], [3.030, -1.181, -0.408], [-1.677, 3.289, 1.260], [-2.358, 3.402, -0.344], [-2.802, 0.704, 0.291], [-3.962, 1.991, 0.453], [-2.084, 1.732, 2.776], [-3.819, 2.022, 2.755], [-3.470, -0.662, 1.854], [-2.509, -0.448, 3.328], [-5.457, -1.596, 2.527], [-9.014, -1.705, 4.382], [-9.393, -0.261, 4.078], [-10.803, -0.126, 3.490], [-10.917, -0.844, 2.222], [-10.969, -1.387, 1.215], [-9.016, -2.316, 3.478], [-8.017, -1.756, 4.817], [-9.713, -2.151, 5.092], [-8.678, 0.173, 3.375], [-9.340, 0.333, 4.991], [-11.050, 0.920, 3.307], [-11.546, -0.526, 4.182], [9.129, -0.918, -4.770], [10.088, -1.853, -4.042], [9.561, -3.291, -3.958], [8.292, -3.352, -3.237], [7.286, -3.353, -2.693], [8.175, -0.847, -4.244], [9.550, 0.084, -4.838], [8.933, -1.269, -5.785], [10.273, -1.481, -3.033], [11.050, -1.873, -4.556], [10.275, -3.938, -3.446], [9.402, -3.700, -4.957]], "mulliken_charge": [-0.4376, -0.1728, -0.2562, 0.0380, 0.0759, -0.3884, -0.4913, -0.4562, -0.3985, -0.5817, -0.4185, 1.4380, -0.5096, 0.5594, -0.3098, -0.1188, -0.0236, 0.6893, -1.7755, -0.6616, -0.5957, -0.5995, -0.2734, 0.1842, -0.4736, 0.4062, -0.2422, 0.3914, 0.2965, 0.4250, 0.4901, 0.4196, 0.4577, 0.5166, 0.5443, 0.4881, 0.5875, 0.4005, 0.3241, 0.3833, 0.4299, 0.2546, 0.3801, -1.0899, -0.3617, -0.4414, 0.2354, -0.4091, 0.3449, 0.2218, 0.3507, 0.2608, 0.3113, 0.2858, 0.2857, -0.8268, -0.4222, -0.5210, 0.3070, -0.4061, 0.0866, 0.3275, 0.3046, 0.2884, 0.3073, 0.2893, 0.2758]}